No. 1
# C26H19N4OSnTe

C26H19N4OSnTe as an isolated structure (ωB97M-V with the def2-TZVPD basis set, the Open Molecules 2025 dataset).

CARTESIAN COORDINATES (ANGSTROEM)
1 Te -0.44 2.03 -2.80
2 Sn -0.33 0.88 -0.33
3 O 5.50 -8.82 -6.92
4 N 1.60 -4.86 -3.58
5 N 1.66 -0.03 -0.99
6 N 3.54 -3.79 -3.51
7 N -0.73 -1.29 -1.09
8 C -2.49 5.49 -1.01
9 C 3.96 -1.12 -2.08
10 C -2.99 3.67 -3.04
11 C -1.90 -1.90 -1.05
12 C -3.90 4.69 -2.78
13 C 4.81 -7.93 -6.21
14 C -2.10 -3.17 -1.60
15 C 3.54 -5.93 -4.71
16 C 2.81 0.60 -0.89
17 C 2.74 -1.80 -2.20
18 C 2.92 -4.87 -3.94
19 C 1.37 -3.70 -2.88
20 C 0.20 -3.17 -2.28
21 C -1.83 3.56 -2.28
22 C 2.84 -7.06 -5.14
23 C 4.00 0.09 -1.42
24 C 4.90 -5.82 -5.04
25 C 1.60 -1.23 -1.62
26 C 4.84 -9.99 -7.37
27 C -1.58 4.47 -1.27
28 C -1.06 -3.80 -2.23
29 C 5.52 -6.80 -5.78
30 C 0.33 -1.90 -1.67
31 C 2.60 -3.06 -2.86
32 C 3.46 -8.05 -5.88
33 C -3.65 5.60 -1.76
34 H -0.66 4.41 -0.69
35 H -2.28 6.20 -0.22
36 H 0.92 -5.56 -3.80
37 H 4.85 -1.56 -2.52
38 H -3.08 -3.63 -1.53
39 H -1.19 -4.77 -2.68
40 H -2.71 -1.36 -0.57
41 H 5.59 -10.57 -7.91
42 H 5.44 -4.95 -4.71
43 H -4.35 6.39 -1.56
44 H 2.79 1.56 -0.38
45 H 4.46 -10.58 -6.53
46 H -4.80 4.76 -3.37
47 H 6.57 -6.72 -6.04
48 H 4.02 -9.74 -8.06
49 H 2.89 -8.91 -6.21
50 H -3.19 2.95 -3.83
51 H 4.92 0.64 -1.30
52 H 1.79 -7.19 -4.91

Calculated values
net charge = +1
HOMO level = -10.3 eV
frontier orbital gap = 6.6 eV
E_tot = -48399.5397 eV
F_max = 0.597 eV Å⁻¹

No. 2
# C26H20BrEuN5O9

C26H20BrEuN5O9 as an isolated structure (ωB97M-V with the def2-TZVPD basis set, the Open Molecules 2025 dataset).

CARTESIAN COORDINATES (ANGSTROEM)
1 Eu -0.39 0.34 -0.53
2 Br 2.34 -2.53 5.93
3 O 1.40 -3.56 0.97
4 O 0.00 5.43 1.22
5 O 3.93 3.38 -0.59
6 O -4.62 1.01 1.24
7 O 2.60 6.08 0.20
8 O 1.89 1.40 -0.29
9 O 3.03 -0.22 1.34
10 O 0.66 -1.74 -0.66
11 O -0.53 2.58 0.44
12 N -3.25 2.72 1.30
13 N -0.56 -2.49 -2.44
14 N 1.41 -0.01 5.23
15 N -1.00 -1.20 -2.46
16 N -1.56 1.39 -2.47
17 C 2.25 -5.84 -2.46
18 C 1.58 0.93 2.97
19 C -3.36 1.22 -4.05
20 C 0.74 4.63 0.73
21 C -2.30 0.60 -3.34
22 C 2.15 4.94 0.27
23 C 2.47 -5.45 -0.05
24 C -3.60 2.54 -3.91
25 C 1.76 2.61 -0.02
26 C 2.05 -1.05 4.75
27 C 1.15 0.94 4.31
28 C 1.17 -3.92 -1.40
29 C 0.35 -2.70 -1.52
30 C -3.49 1.46 1.59
31 C -1.86 -0.79 -3.39
32 C 2.53 -1.23 3.47
33 C -2.45 0.56 2.21
34 C -1.88 -0.45 1.13
35 C 2.81 3.60 -0.16
36 C 2.39 -0.18 2.55
37 C 1.65 -4.35 -0.14
38 C -1.89 2.71 -2.41
39 C 0.56 3.22 0.34
40 C -2.85 3.40 -3.04
41 C 1.43 -4.68 -2.53
42 C 2.78 -6.17 -1.21
43 H -3.74 0.68 -4.80
44 H -2.94 0.14 3.08
45 H 3.10 -2.13 3.24
46 H -2.68 -1.10 0.71
47 H -1.20 3.27 -1.77
48 H -4.45 3.04 -4.48
49 H -2.29 3.01 1.13
50 H 2.36 -6.35 -3.36
51 H 0.90 -4.39 -3.45
52 H 2.58 0.46 0.70
53 H 1.07 -2.65 0.74
54 H 1.43 1.86 2.36
55 H 3.34 -7.14 -1.09
56 H 0.51 1.78 4.70
57 H -3.93 3.20 0.75
58 H 2.86 -5.66 0.96
59 H -1.18 -1.20 1.68
60 H -2.59 -1.42 -3.85
61 H -3.08 4.43 -2.88
62 H -1.51 1.03 2.53

Calculated values
net charge = -2
HOMO level (alpha / beta) = -1.0 / -3.1 eV
frontier orbital gap (alpha / beta) = 4.9 / 7.0 eV
spin multiplicity = 8
E_tot = -142537.9852 eV
<S²> = 15.795
F_max = 3.734 eV Å⁻¹

What did the first record say?
# C26H19N4OSnTe

C26H19N4OSnTe as an isolated structure (ωB97M-V with the def2-TZVPD basis set, the Open Molecules 2025 dataset).

CARTESIAN COORDINATES (ANGSTROEM)
1 Te -0.44 2.03 -2.80
2 Sn -0.33 0.88 -0.33
3 O 5.50 -8.82 -6.92
4 N 1.60 -4.86 -3.58
5 N 1.66 -0.03 -0.99
6 N 3.54 -3.79 -3.51
7 N -0.73 -1.29 -1.09
8 C -2.49 5.49 -1.01
9 C 3.96 -1.12 -2.08
10 C -2.99 3.67 -3.04
11 C -1.90 -1.90 -1.05
12 C -3.90 4.69 -2.78
13 C 4.81 -7.93 -6.21
14 C -2.10 -3.17 -1.60
15 C 3.54 -5.93 -4.71
16 C 2.81 0.60 -0.89
17 C 2.74 -1.80 -2.20
18 C 2.92 -4.87 -3.94
19 C 1.37 -3.70 -2.88
20 C 0.20 -3.17 -2.28
21 C -1.83 3.56 -2.28
22 C 2.84 -7.06 -5.14
23 C 4.00 0.09 -1.42
24 C 4.90 -5.82 -5.04
25 C 1.60 -1.23 -1.62
26 C 4.84 -9.99 -7.37
27 C -1.58 4.47 -1.27
28 C -1.06 -3.80 -2.23
29 C 5.52 -6.80 -5.78
30 C 0.33 -1.90 -1.67
31 C 2.60 -3.06 -2.86
32 C 3.46 -8.05 -5.88
33 C -3.65 5.60 -1.76
34 H -0.66 4.41 -0.69
35 H -2.28 6.20 -0.22
36 H 0.92 -5.56 -3.80
37 H 4.85 -1.56 -2.52
38 H -3.08 -3.63 -1.53
39 H -1.19 -4.77 -2.68
40 H -2.71 -1.36 -0.57
41 H 5.59 -10.57 -7.91
42 H 5.44 -4.95 -4.71
43 H -4.35 6.39 -1.56
44 H 2.79 1.56 -0.38
45 H 4.46 -10.58 -6.53
46 H -4.80 4.76 -3.37
47 H 6.57 -6.72 -6.04
48 H 4.02 -9.74 -8.06
49 H 2.89 -8.91 -6.21
50 H -3.19 2.95 -3.83
51 H 4.92 0.64 -1.30
52 H 1.79 -7.19 -4.91

Calculated values
net charge = +1
HOMO level = -10.3 eV
frontier orbital gap = 6.6 eV
E_tot = -48399.5397 eV
F_max = 0.597 eV Å⁻¹